No. 1
70
Properties=species:S:1:pos:R:3:nbo_charge:R:1 method="wB97M-V/def2-TZVPD" homo_ev=-9.6 homo_lumo_gap_ev=9.310 relative_energy_ev=0.000 largest_force_ev_per_a=3.0 lumo_ha=-0.0100 molar_mass_g_mol=428.4
O -0.945 1.922 2.777 -1.004
H -1.406 1.218 2.262 0.497
H -0.537 1.556 3.539 0.496
O 0.661 0.516 -3.121 -0.983
H -0.068 0.370 -2.556 0.471
H 1.436 0.088 -2.741 0.498
O 1.482 2.753 1.860 -0.983
H 1.437 2.736 0.919 0.488
H 0.549 2.610 2.114 0.503
O 0.447 0.325 4.704 -0.959
H 0.636 -0.327 4.073 0.489
H 1.096 0.313 5.364 0.474
O -1.103 3.787 0.337 -0.979
H -0.283 3.457 -0.051 0.486
H -0.832 4.252 1.127 0.475
O 2.012 -1.501 3.348 -0.954
H 2.284 -1.821 2.498 0.491
H 2.695 -1.905 3.880 0.479
O 0.960 2.727 -1.007 -0.984
H 0.502 3.044 -1.813 0.496
H 1.513 2.007 -1.281 0.514
O 3.172 0.855 2.633 -1.026
H 2.858 0.077 3.061 0.478
H 2.489 1.537 2.426 0.513
O 3.123 -0.385 -2.067 -0.977
H 3.130 -1.334 -1.944 0.504
H 3.712 -0.149 -2.788 0.492
O 3.548 1.177 -0.006 -1.015
H 3.322 0.471 -0.571 0.471
H 3.507 0.966 0.919 0.495
C -1.130 -0.901 1.064 -0.091
C -0.368 0.051 0.100 -0.113
O 0.709 -0.632 -0.502 -0.788
O -2.195 -0.182 1.671 -0.748
H -0.408 -1.444 1.779 0.171
H -1.600 -1.745 0.579 0.166
H 0.182 0.865 0.670 0.205
H -1.023 0.480 -0.640 0.187
H 1.379 -0.901 0.152 0.497
H -2.853 -0.013 1.014 0.505
C 2.101 -3.504 -0.670 -0.110
C 2.697 -3.092 0.658 -0.108
O 2.969 -1.653 0.783 -0.760
O 2.972 -3.107 -1.741 -0.749
H 1.133 -2.999 -0.747 0.205
H 1.952 -4.580 -0.682 0.192
H 3.591 -3.549 1.009 0.191
H 2.001 -3.295 1.459 0.185
H 3.828 -1.516 0.329 0.507
H 2.766 -3.655 -2.494 0.493
C -3.750 1.772 -0.293 -0.099
C -5.028 2.232 0.412 -0.066
O -4.984 3.606 0.567 -0.710
O -3.876 0.403 -0.490 -0.783
H -2.901 1.926 0.335 0.182
H -3.733 2.218 -1.264 0.166
H -5.003 1.795 1.391 0.147
H -5.961 1.979 0.002 0.177
H -4.052 3.801 0.782 0.471
H -3.401 0.130 -1.336 0.507
C -1.326 -2.153 -2.589 -0.116
C -2.124 -1.223 -3.416 -0.096
O -2.384 0.109 -2.834 -0.767
O -1.250 -3.357 -3.354 -0.706
H -1.817 -2.338 -1.627 0.184
H -0.272 -1.782 -2.369 0.198
H -3.128 -1.638 -3.665 0.191
H -1.504 -0.962 -4.310 0.182
H -2.872 0.616 -3.516 0.492
H -0.749 -3.111 -4.138 0.463


No. 2
32
Properties=species:S:1:pos:R:3:nbo_charge:R:1 method="wB97M-V/def2-TZVPD" homo_ev="-6.7 / -6.8" homo_lumo_gap_ev="8.362 / 8.906" multiplicity=2 relative_energy_ev=0.882 largest_force_ev_per_a=0.6 lumo_ha="0.0627 / 0.0775" charge=-1 molar_mass_g_mol=588.1
Fe -0.964 -0.155 -0.403 1.295
O -2.685 -0.258 0.443 -0.915
S -3.089 -0.565 -1.018 2.497
O -4.488 -0.619 -1.262 -0.923
O -2.309 0.580 -1.661 -0.898
O -2.249 -1.737 -1.377 -0.996
F 2.441 -1.337 2.433 -0.307
C 2.182 -0.450 1.476 0.730
F 3.180 0.429 1.435 -0.308
F 1.062 0.195 1.791 -0.306
S 2.054 -1.336 -0.186 2.252
O 0.949 -0.698 -0.903 -0.985
O 3.337 -1.164 -0.780 -0.896
N 1.798 -2.828 0.212 -1.193
S 0.328 -3.233 0.671 2.248
O -0.489 -2.066 0.945 -0.968
O 0.346 -4.275 1.642 -0.902
C -0.278 -4.080 -0.863 0.735
F 0.509 -5.149 -1.056 -0.319
F -1.523 -4.501 -0.707 -0.297
F -0.183 -3.303 -1.929 -0.298
Br 0.681 6.172 0.654 0.016
C 0.250 4.351 0.302 -0.078
C 1.240 3.489 -0.135 -0.255
C 0.913 2.161 -0.377 -0.257
C -0.381 1.681 -0.206 -0.087
C -1.348 2.585 0.219 -0.240
C -1.051 3.913 0.484 -0.244
H 2.252 3.840 -0.282 0.222
H 1.703 1.517 -0.738 0.220
H -2.369 2.246 0.351 0.240
H -1.820 4.594 0.822 0.220


No. 3
19
Properties=species:S:1:pos:R:3:lowdin_spin:R:1 method="wB97M-V/def2-TZVPD" homo_ev="-18.9 / -18.6" homo_lumo_gap_ev="6.680 / 6.820" multiplicity=2 relative_energy_ev=0.127 largest_force_ev_per_a=4.9 lumo_ha="-0.4482 / -0.4331" charge=+2 molar_mass_g_mol=378.3
Re 0.332 0.334 -2.328 0.883
O -3.267 -0.393 -0.302 0.003
C -2.095 -0.180 -0.735 0.006
O -1.791 0.066 -1.923 0.035
C -0.963 -0.290 0.263 0.001
C -1.006 -0.618 1.610 0.000
C 0.199 -0.771 2.305 -0.001
C 1.421 -0.582 1.654 0.000
C 1.391 -0.250 0.310 0.001
N 0.233 -0.100 -0.349 -0.008
C 2.633 -0.110 -0.658 0.005
O 3.731 -0.252 -0.252 0.007
O 2.207 0.116 -1.875 0.068
H -4.012 -0.346 -0.945 0.000
H -1.952 -0.755 2.117 0.000
H 0.189 -1.047 3.353 0.000
H 2.369 -0.687 2.172 0.000
N 0.163 3.500 -2.235 0.017
C 0.217 2.364 -2.183 -0.016


No. 4
28
Properties=species:S:1:pos:R:3:nbo_charge:R:1 method="wB97M-V/def2-TZVPD" homo_ev=-11.5 homo_lumo_gap_ev=2.419 relative_energy_ev=1.064 largest_force_ev_per_a=3.1 lumo_ha=-0.3342 charge=+1 molar_mass_g_mol=447.6
Sn -21.661 19.589 19.227 1.832
O -20.723 17.038 19.645 -0.786
C -20.405 16.280 20.576 0.737
O -19.332 16.416 21.248 -0.552
B -19.131 15.214 22.168 1.162
O -20.314 14.372 21.823 -0.595
C -21.079 14.947 20.950 0.680
O -22.078 14.555 20.426 -0.517
O -19.088 15.534 23.578 -0.676
C -17.943 15.121 24.110 0.673
O -17.594 15.299 25.227 -0.496
C -17.153 14.398 23.000 0.673
O -17.881 14.498 21.884 -0.669
O -16.068 13.929 23.095 -0.494
C -26.545 19.057 17.100 -0.656
C -25.815 20.121 16.333 -0.083
O -25.799 21.374 17.045 -0.406
C -24.990 21.594 18.017 0.758
O -24.156 20.804 18.439 -0.747
C -25.083 22.995 18.638 0.904
F -25.084 22.932 19.963 -0.290
F -24.023 23.699 18.228 -0.300
F -26.172 23.640 18.249 -0.278
H -26.047 18.696 18.002 0.213
H -26.777 18.208 16.459 0.253
H -27.507 19.394 17.494 0.242
H -26.262 20.305 15.359 0.233
H -24.793 19.823 16.088 0.187


No. 5
20
Properties=species:S:1:pos:R:3:nbo_charge:R:1 method="wB97M-V/def2-TZVPD" homo_ev=-9.4 homo_lumo_gap_ev=8.264 smiles=Cc1c(Br)c(Cl)nc2nc(O)c(O)nc12 largest_force_ev_per_a=4.3 lumo_ha=-0.0407 molar_mass_g_mol=290.5
C 3.122 -0.536 0.609 -0.649
C 1.788 -1.165 0.355 0.058
C 1.757 -2.571 0.263 -0.166
Br 3.124 -3.917 0.453 0.116
C 0.440 -3.080 0.162 0.235
Cl 0.247 -4.900 0.105 -0.023
N -0.739 -2.399 0.224 -0.413
C -0.706 -1.085 0.275 0.308
N -1.852 -0.385 0.472 -0.390
C -1.691 0.938 0.624 0.446
O -2.953 1.597 0.778 -0.668
C -0.417 1.589 0.662 0.425
O -0.234 2.955 1.007 -0.654
N 0.680 0.849 0.345 -0.398
C 0.535 -0.494 0.264 0.057
H 3.205 -0.606 1.655 0.236
H 3.249 0.527 0.419 0.245
H 3.947 -0.994 0.093 0.240
H -3.545 1.008 1.243 0.498
H 0.666 3.017 1.398 0.498


No. 6
21
Properties=species:S:1:pos:R:3:lowdin_spin:R:1 method="wB97M-V/def2-TZVPD" homo_ev="-20.8 / -20.8" homo_lumo_gap_ev="5.384 / 5.342" multiplicity=9 largest_force_ev_per_a=10.5 lumo_ha="-0.5661 / -0.5677" charge=+4 molar_mass_g_mol=554.9
Tm 6.236 -0.689 -4.149 1.995
Eu 0.250 -0.201 -0.075 6.131
Cl 6.876 -2.084 -2.352 0.001
Cl -1.280 -0.201 -2.101 -0.070
C -1.165 1.476 0.690 -0.011
C 8.373 -0.669 -4.942 -0.001
C 6.119 0.655 -5.894 0.002
O -1.839 2.329 1.045 0.003
O 9.515 -0.732 -5.245 0.002
O 5.889 1.378 -6.754 0.001
C -1.198 -4.114 2.832 0.000
C 0.003 -3.444 3.080 -0.002
C 0.343 -2.332 2.301 -0.004
N -0.500 -1.922 1.317 -0.039
C -1.671 -2.556 1.055 -0.003
C -2.042 -3.670 1.812 -0.002
H -1.474 -4.968 3.428 0.000
H 0.675 -3.762 3.865 0.000
H 1.266 -1.771 2.459 -0.001
H -2.295 -2.164 0.249 -0.001
H -2.981 -4.165 1.597 0.000


No. 7
20
Properties=species:S:1:pos:R:3:nbo_charge:R:1 method="wB97M-V/def2-TZVPD" homo_ev=-2.7 homo_lumo_gap_ev=5.378 largest_force_ev_per_a=3.1 lumo_ha=0.0991 charge=-1 molar_mass_g_mol=300.2
C -0.289 5.123 -0.425 -0.346
S -1.786 5.475 -0.684 0.129
S 1.262 5.087 -0.359 0.147
Cl 1.868 -4.720 -0.177 -0.009
C 1.076 -3.208 -0.159 -0.061
C 1.523 -2.190 -1.017 -0.244
C 0.861 -0.959 -1.002 -0.174
C -0.218 -0.766 -0.139 -0.280
S -1.105 0.832 -0.124 2.145
C -0.237 1.759 1.054 -1.018
Cl -0.953 3.180 1.600 -0.036
O -0.949 1.342 -1.467 -0.978
O -2.429 0.562 0.404 -0.994
C -0.672 -1.783 0.694 -0.179
C -0.020 -3.020 0.695 -0.245
H 2.372 -2.354 -1.683 0.219
H 1.187 -0.160 -1.663 0.247
H 0.406 1.235 1.766 0.208
H -1.533 -1.613 1.334 0.249
H -0.362 -3.821 1.351 0.218


No. 8
21
Properties=species:S:1:pos:R:3:nbo_charge:R:1 method="wB97M-V/def2-TZVPD" homo_ev=-9.0 homo_lumo_gap_ev=7.918 smiles=OCCSSc1c(Cl)c(Cl)c(Cl)c(Cl)c1Cl largest_force_ev_per_a=4.5 lumo_ha=-0.0411 molar_mass_g_mol=358.5
O -3.976 -1.498 3.103 -0.721
C -3.110 -0.373 3.158 -0.088
C -3.252 0.149 1.743 -0.532
S -2.083 -0.665 0.530 0.034
S -1.857 0.319 -1.425 0.181
C -0.224 0.876 -1.716 -0.271
C 0.235 2.099 -1.156 -0.008
Cl -0.865 3.110 -0.237 0.054
C 1.498 2.560 -1.473 -0.101
Cl 2.112 3.972 -0.709 0.076
C 2.415 1.637 -2.106 -0.006
Cl 4.058 2.302 -2.339 0.054
C 1.923 0.382 -2.525 -0.068
Cl 3.068 -0.852 -3.076 0.044
C 0.604 0.045 -2.348 -0.031
Cl 0.025 -1.429 -3.068 0.069
H -3.589 -2.146 2.451 0.465
H -3.407 0.154 4.008 0.208
H -2.091 -0.803 3.295 0.175
H -2.925 1.160 1.630 0.224
H -4.331 -0.009 1.325 0.242


Copy entry 4 word for word.
28
Properties=species:S:1:pos:R:3:nbo_charge:R:1 method="wB97M-V/def2-TZVPD" homo_ev=-11.5 homo_lumo_gap_ev=2.419 relative_energy_ev=1.064 largest_force_ev_per_a=3.1 lumo_ha=-0.3342 charge=+1 molar_mass_g_mol=447.6
Sn -21.661 19.589 19.227 1.832
O -20.723 17.038 19.645 -0.786
C -20.405 16.280 20.576 0.737
O -19.332 16.416 21.248 -0.552
B -19.131 15.214 22.168 1.162
O -20.314 14.372 21.823 -0.595
C -21.079 14.947 20.950 0.680
O -22.078 14.555 20.426 -0.517
O -19.088 15.534 23.578 -0.676
C -17.943 15.121 24.110 0.673
O -17.594 15.299 25.227 -0.496
C -17.153 14.398 23.000 0.673
O -17.881 14.498 21.884 -0.669
O -16.068 13.929 23.095 -0.494
C -26.545 19.057 17.100 -0.656
C -25.815 20.121 16.333 -0.083
O -25.799 21.374 17.045 -0.406
C -24.990 21.594 18.017 0.758
O -24.156 20.804 18.439 -0.747
C -25.083 22.995 18.638 0.904
F -25.084 22.932 19.963 -0.290
F -24.023 23.699 18.228 -0.300
F -26.172 23.640 18.249 -0.278
H -26.047 18.696 18.002 0.213
H -26.777 18.208 16.459 0.253
H -27.507 19.394 17.494 0.242
H -26.262 20.305 15.359 0.233
H -24.793 19.823 16.088 0.187


Please write out number 5 again, unchanged.
20
Properties=species:S:1:pos:R:3:nbo_charge:R:1 method="wB97M-V/def2-TZVPD" homo_ev=-9.4 homo_lumo_gap_ev=8.264 smiles=Cc1c(Br)c(Cl)nc2nc(O)c(O)nc12 largest_force_ev_per_a=4.3 lumo_ha=-0.0407 molar_mass_g_mol=290.5
C 3.122 -0.536 0.609 -0.649
C 1.788 -1.165 0.355 0.058
C 1.757 -2.571 0.263 -0.166
Br 3.124 -3.917 0.453 0.116
C 0.440 -3.080 0.162 0.235
Cl 0.247 -4.900 0.105 -0.023
N -0.739 -2.399 0.224 -0.413
C -0.706 -1.085 0.275 0.308
N -1.852 -0.385 0.472 -0.390
C -1.691 0.938 0.624 0.446
O -2.953 1.597 0.778 -0.668
C -0.417 1.589 0.662 0.425
O -0.234 2.955 1.007 -0.654
N 0.680 0.849 0.345 -0.398
C 0.535 -0.494 0.264 0.057
H 3.205 -0.606 1.655 0.236
H 3.249 0.527 0.419 0.245
H 3.947 -0.994 0.093 0.240
H -3.545 1.008 1.243 0.498
H 0.666 3.017 1.398 0.498